# 1
{
  "formula": "C61H157N11O20",
  "method": "ωB97M-V with the def2-TZVPD basis set",
  "multiplicity": 1,
  "smiles": "COC[C@H](C)N.COC[C@H](C)N.COC[C@H](C)N.COCCNCCOC.COCCNCCOC.COCCNCCOC.COCCNCCOC.COCCNCCOC.COCCNCCOC.COCCNCCOC.COCCNCCOC.CO",
  "lumo_ev": 0.35,
  "fmax_ev_per_a": 3.67,
  "de_lowest_kcal_mol": 196.9,
  "molar_mass_g_mol": 1365.0,
  "orbital_gap_ev": 8.784,
  "species": ["C", "O", "C", "C", "N", "C", "C", "O", "C", "H", "H", "H", "H", "H", "H", "H", "H", "H", "H", "H", "H", "H", "H", "H", "C", "O", "C", "C", "N", "C", "C", "O", "C", "H", "H", "H", "H", "H", "H", "H", "H", "H", "H", "H", "H", "H", "H", "H", "C", "O", "C", "C", "N", "C", "C", "O", "C", "H", "H", "H", "H", "H", "H", "H", "H", "H", "H", "H", "H", "H", "H", "H", "C", "O", "C", "C", "N", "C", "C", "O", "C", "H", "H", "H", "H", "H", "H", "H", "H", "H", "H", "H", "H", "H", "H", "H", "C", "O", "C", "C", "N", "C", "C", "O", "C", "H", "H", "H", "H", "H", "H", "H", "H", "H", "H", "H", "H", "H", "H", "H", "C", "O", "C", "C", "N", "C", "C", "O", "C", "H", "H", "H", "H", "H", "H", "H", "H", "H", "H", "H", "H", "H", "H", "H", "C", "O", "C", "C", "N", "C", "C", "O", "C", "H", "H", "H", "H", "H", "H", "H", "H", "H", "H", "H", "H", "H", "H", "H", "C", "O", "C", "C", "N", "C", "C", "O", "C", "H", "H", "H", "H", "H", "H", "H", "H", "H", "H", "H", "H", "H", "H", "H", "C", "O", "H", "H", "H", "H", "C", "C", "C", "O", "C", "N", "H", "H", "H", "H", "H", "H", "H", "H", "H", "H", "H", "C", "C", "C", "O", "C", "N", "H", "H", "H", "H", "H", "H", "H", "H", "H", "H", "H", "C", "C", "C", "O", "C", "N", "H", "H", "H", "H", "H", "H", "H", "H", "H", "H", "H"],
  "positions_angstrom": [[-3.762, 8.428, 2.486], [-2.639, 9.348, 2.249], [-3.020, 10.355, 1.249], [-1.833, 11.211, 0.795], [-1.283, 12.229, 1.686], [-0.639, 11.633, 2.895], [-0.006, 12.793, 3.813], [1.321, 13.163, 3.485], [1.466, 13.865, 2.287], [-4.655, 9.014, 2.703], [-3.572, 7.855, 3.394], [-4.067, 7.919, 1.572], [-3.773, 11.081, 1.554], [-3.265, 9.790, 0.349], [-2.215, 11.850, -0.001], [-1.077, 10.635, 0.262], [-2.032, 12.776, 2.088], [0.011, 10.822, 2.565], [-1.397, 11.065, 3.434], [-0.026, 12.588, 4.883], [-0.733, 13.599, 3.711], [1.594, 13.151, 1.473], [2.319, 14.539, 2.210], [0.576, 14.410, 1.971], [-9.911, -18.142, 3.601], [-10.032, -17.228, 4.608], [-9.303, -16.035, 4.404], [-9.430, -15.029, 5.574], [-9.111, -13.669, 5.198], [-8.000, -13.084, 6.013], [-7.919, -11.546, 5.971], [-7.884, -11.069, 4.627], [-7.958, -9.705, 4.386], [-9.818, -17.613, 2.652], [-10.716, -18.874, 3.531], [-8.966, -18.682, 3.649], [-9.560, -15.532, 3.472], [-8.249, -16.302, 4.321], [-8.843, -15.529, 6.345], [-10.460, -14.898, 5.904], [-9.043, -13.467, 4.211], [-7.106, -13.630, 5.708], [-8.211, -13.427, 7.025], [-7.010, -11.246, 6.493], [-8.806, -11.160, 6.474], [-7.020, -9.151, 4.357], [-8.644, -9.209, 5.072], [-8.481, -9.565, 3.439], [-9.376, -4.811, -1.088], [-9.979, -4.010, -0.098], [-9.568, -2.659, -0.101], [-10.399, -2.023, 1.000], [-9.992, -0.607, 1.056], [-10.512, 0.028, 2.241], [-9.609, -0.375, 3.497], [-8.247, -0.099, 3.322], [-7.324, -0.764, 4.199], [-8.324, -5.044, -0.926], [-9.406, -4.218, -2.002], [-9.932, -5.747, -1.144], [-9.682, -2.236, -1.099], [-8.499, -2.613, 0.105], [-10.216, -2.494, 1.966], [-11.480, -1.989, 0.868], [-8.997, -0.445, 1.116], [-11.560, -0.147, 2.483], [-10.300, 1.084, 2.069], [-9.684, -1.371, 3.933], [-10.017, 0.204, 4.325], [-7.120, -1.817, 4.005], [-7.557, -0.766, 5.264], [-6.352, -0.315, 3.993], [1.547, 1.479, 13.665], [0.252, 2.199, 13.631], [0.203, 3.370, 14.430], [0.709, 4.604, 13.779], [0.164, 4.788, 12.445], [0.574, 5.986, 11.697], [0.135, 5.859, 10.215], [0.914, 4.820, 9.523], [0.356, 4.452, 8.271], [2.164, 1.858, 12.850], [1.578, 0.400, 13.513], [2.002, 1.446, 14.655], [0.683, 3.179, 15.391], [-0.827, 3.609, 14.691], [1.786, 4.529, 13.634], [0.550, 5.537, 14.319], [0.642, 4.152, 11.822], [1.663, 5.992, 11.656], [0.158, 6.866, 12.186], [0.235, 6.805, 9.684], [-0.903, 5.532, 10.147], [0.445, 5.252, 7.536], [-0.714, 4.251, 8.304], [0.895, 3.616, 7.825], [9.486, 6.256, 3.370], [9.500, 5.477, 2.155], [8.273, 5.459, 1.458], [8.413, 4.888, 0.093], [8.706, 3.473, 0.013], [8.644, 3.013, -1.394], [9.518, 1.818, -1.657], [10.926, 2.006, -1.527], [11.563, 1.071, -2.379], [9.353, 7.333, 3.272], [10.429, 6.013, 3.860], [8.744, 5.856, 4.061], [7.878, 6.462, 1.301], [7.585, 4.809, 1.999], [9.221, 5.440, -0.387], [7.453, 5.106, -0.376], [9.675, 3.432, 0.294], [8.946, 3.826, -2.055], [7.639, 2.688, -1.661], [9.251, 1.389, -2.623], [9.286, 1.070, -0.899], [11.075, 0.102, -2.478], [12.556, 0.997, -1.935], [11.532, 1.437, -3.405], [4.241, -8.491, 3.715], [5.389, -8.878, 4.453], [5.504, -10.222, 4.530], [6.702, -10.459, 5.507], [6.160, -10.500, 6.860], [7.364, -10.685, 7.700], [6.936, -10.832, 9.151], [7.994, -11.327, 9.999], [9.171, -10.567, 10.206], [4.128, -7.438, 3.972], [3.359, -9.079, 3.970], [4.594, -8.579, 2.688], [5.750, -10.656, 3.561], [4.639, -10.744, 4.937], [7.442, -9.694, 5.271], [7.127, -11.442, 5.305], [5.473, -11.226, 7.005], [8.076, -9.864, 7.611], [7.906, -11.591, 7.430], [6.005, -11.380, 9.298], [6.690, -9.861, 9.580], [8.878, -9.560, 10.501], [9.788, -10.547, 9.307], [9.745, -10.981, 11.035], [-0.216, 3.110, -10.284], [-1.064, 2.309, -11.061], [-1.081, 0.889, -10.664], [-1.952, 0.105, -11.610], [-1.429, 0.010, -12.964], [-2.436, 0.053, -14.015], [-3.352, -1.131, -14.018], [-4.541, -0.977, -14.706], [-5.142, -2.255, -15.081], [-0.116, 4.126, -10.666], [0.776, 2.658, -10.286], [-0.592, 3.108, -9.261], [-1.416, 0.768, -9.634], [-0.071, 0.496, -10.779], [-2.939, 0.567, -11.589], [-2.090, -0.894, -11.196], [-0.845, 0.834, -12.985], [-1.842, 0.052, -14.929], [-2.947, 1.011, -14.111], [-3.652, -1.372, -12.998], [-2.796, -1.975, -14.424], [-4.812, -2.743, -15.998], [-6.228, -2.235, -15.174], [-4.954, -3.033, -14.341], [-7.504, -1.889, -9.195], [-6.725, -1.150, -8.364], [-7.180, 0.127, -7.854], [-6.383, 0.519, -6.718], [-6.602, 1.836, -6.122], [-6.242, 2.914, -7.018], [-6.387, 4.238, -6.329], [-5.742, 5.244, -7.109], [-6.045, 5.345, -8.507], [-7.969, -2.700, -8.634], [-6.820, -2.377, -9.890], [-8.261, -1.258, -9.662], [-8.176, -0.039, -7.441], [-7.119, 0.887, -8.632], [-5.360, 0.546, -7.092], [-6.505, -0.180, -5.890], [-5.983, 1.861, -5.325], [-6.876, 2.814, -7.899], [-5.213, 2.901, -7.377], [-5.895, 4.290, -5.358], [-7.428, 4.503, -6.144], [-7.092, 5.622, -8.624], [-5.865, 4.453, -9.107], [-5.402, 6.125, -8.914], [5.201, -1.298, 1.585], [4.931, 0.033, 1.649], [4.480, -1.832, 2.203], [5.092, -1.813, 0.631], [6.137, -1.478, 2.113], [5.724, 0.456, 1.311], [-2.077, -0.288, 0.509], [-1.739, 1.117, -0.038], [-0.649, 1.114, -1.157], [-0.181, 2.377, -1.720], [0.473, 3.330, -0.899], [-3.019, 1.740, -0.454], [-2.752, -0.320, 1.364], [-1.185, -0.684, 0.994], [-2.328, -1.067, -0.211], [-1.386, 1.765, 0.764], [-1.012, 0.501, -1.982], [0.268, 0.667, -0.773], [0.572, 4.263, -1.454], [1.436, 2.847, -0.736], [-0.061, 3.619, 0.007], [-2.774, 2.702, -0.269], [-3.654, 1.515, 0.299], [11.536, 13.276, -5.677], [11.582, 11.794, -6.053], [10.109, 11.176, -6.261], [9.264, 11.131, -5.177], [8.063, 10.341, -5.550], [12.458, 11.563, -7.186], [12.429, 13.505, -5.095], [10.678, 13.509, -5.047], [11.522, 13.984, -6.505], [12.101, 11.335, -5.212], [10.257, 10.136, -6.550], [9.671, 11.662, -7.133], [7.482, 10.638, -6.424], [7.467, 10.218, -4.646], [8.237, 9.268, -5.629], [12.247, 12.136, -7.990], [13.364, 11.861, -6.855], [6.180, -7.912, -3.855], [6.388, -6.652, -4.689], [5.222, -5.660, -4.300], [3.972, -6.244, -4.626], [2.882, -5.386, -4.344], [7.633, -6.080, -4.243], [5.186, -8.302, -4.078], [6.173, -7.725, -2.782], [6.906, -8.686, -4.102], [6.534, -6.918, -5.736], [5.459, -4.645, -4.620], [5.206, -5.503, -3.221], [3.121, -4.341, -4.542], [2.684, -5.511, -3.280], [1.992, -5.690, -4.895], [8.383, -6.756, -4.287], [8.026, -5.386, -4.863]]
}

# 2
{
  "formula": "C61H33F5I4N7SSr",
  "method": "ωB97M-V with the def2-TZVPD basis set",
  "multiplicity": 1,
  "lumo_ev": 0.92,
  "fmax_ev_per_a": 3.09,
  "molar_mass_g_mol": 1586.3,
  "charge": -1,
  "orbital_gap_ev": 5.349,
  "species": ["Sr", "I", "C", "C", "C", "C", "C", "C", "C", "C", "C", "C", "C", "C", "C", "C", "C", "C", "I", "C", "C", "C", "N", "C", "C", "C", "C", "C", "C", "I", "C", "C", "C", "C", "C", "C", "N", "C", "C", "C", "C", "C", "N", "C", "C", "C", "C", "I", "C", "C", "C", "C", "N", "H", "H", "H", "H", "H", "H", "H", "H", "H", "H", "H", "H", "H", "H", "H", "H", "H", "H", "H", "H", "H", "H", "H", "H", "C", "C", "C", "C", "C", "C", "N", "N", "C", "C", "C", "C", "C", "N", "H", "H", "H", "H", "H", "H", "H", "H", "H", "F", "C", "C", "F", "C", "F", "C", "S", "C", "F", "C", "F"],
  "positions_angstrom": [[-10.448, -6.629, 23.857], [-2.069, -2.533, 27.593], [-3.641, -3.718, 26.898], [-4.481, -3.210, 25.895], [-5.617, -3.969, 25.532], [-6.025, -5.184, 26.104], [-5.271, -5.500, 27.249], [-4.118, -4.811, 27.621], [-7.173, -6.066, 25.713], [-8.330, -6.134, 26.525], [-8.451, -5.551, 27.814], [-9.657, -5.869, 28.367], [-10.356, -6.592, 27.369], [-11.651, -7.219, 27.488], [-12.447, -6.654, 28.538], [-13.519, -5.858, 28.184], [-14.314, -5.358, 29.182], [-14.067, -5.645, 30.533], [-15.238, -4.789, 31.987], [-12.983, -6.369, 30.881], [-12.144, -6.861, 29.876], [-12.234, -8.145, 26.559], [-11.776, -8.425, 25.314], [-12.681, -9.242, 24.781], [-12.571, -9.825, 23.524], [-13.716, -10.586, 22.911], [-14.707, -9.945, 22.182], [-15.653, -10.679, 21.475], [-15.678, -12.078, 21.554], [-16.991, -13.226, 20.443], [-14.784, -12.711, 22.428], [-13.782, -11.951, 23.065], [-11.389, -9.781, 22.776], [-11.252, -10.556, 21.522], [-10.033, -10.273, 21.018], [-9.380, -9.385, 22.036], [-10.315, -9.020, 22.987], [-8.059, -8.955, 21.988], [-7.369, -8.112, 22.847], [-5.941, -7.890, 22.974], [-5.765, -6.947, 23.935], [-7.100, -6.654, 24.464], [-8.045, -7.346, 23.770], [-7.232, -9.609, 20.918], [-6.877, -8.932, 19.761], [-5.984, -9.509, 18.870], [-5.606, -10.807, 18.985], [-4.153, -11.519, 17.640], [-6.166, -11.603, 19.958], [-6.862, -10.967, 20.967], [-13.784, -9.508, 25.750], [-13.447, -8.847, 26.835], [-9.523, -6.782, 26.255], [-4.260, -2.261, 25.405], [-6.198, -3.644, 24.682], [-5.601, -6.307, 27.916], [-3.602, -5.095, 28.593], [-7.629, -4.949, 28.197], [-9.995, -5.503, 29.317], [-13.733, -5.747, 27.161], [-15.164, -4.690, 29.033], [-12.847, -6.707, 31.906], [-11.317, -7.464, 30.125], [-14.676, -8.850, 22.125], [-16.371, -10.153, 20.888], [-14.829, -13.816, 22.587], [-13.127, -12.443, 23.735], [-11.954, -11.326, 21.129], [-9.626, -10.652, 20.087], [-5.067, -8.319, 22.433], [-4.859, -6.420, 24.205], [-7.273, -7.918, 19.588], [-5.609, -9.004, 17.973], [-5.798, -12.600, 20.079], [-7.401, -11.558, 21.669], [-14.632, -10.113, 25.546], [-14.087, -8.801, 27.720], [-5.975, -4.662, 19.926], [-5.610, -3.547, 20.682], [-6.406, -3.272, 21.734], [-7.500, -4.046, 22.135], [-7.862, -5.170, 21.395], [-7.082, -5.438, 20.331], [-8.190, -3.548, 23.224], [-9.089, -4.254, 23.693], [-9.618, -3.606, 24.905], [-8.905, -2.674, 25.596], [-9.406, -2.200, 26.820], [-10.657, -2.685, 27.223], [-11.270, -3.653, 26.434], [-10.732, -4.147, 25.289], [-5.493, -4.885, 19.017], [-4.808, -2.897, 20.405], [-6.348, -2.359, 22.336], [-8.736, -5.794, 21.594], [-7.384, -6.344, 19.804], [-7.978, -2.375, 25.230], [-8.886, -1.457, 27.384], [-11.150, -2.305, 28.112], [-12.193, -4.141, 26.753], [-12.734, -8.914, 16.742], [-12.718, -8.166, 17.867], [-11.533, -7.914, 18.428], [-10.395, -8.374, 17.868], [-11.415, -7.248, 19.668], [-10.097, -7.222, 20.057], [-12.433, -6.607, 20.313], [-12.251, -5.718, 21.749], [-13.669, -6.878, 19.653], [-14.817, -6.295, 20.097], [-13.782, -7.578, 18.464], [-14.983, -7.674, 17.781]]
}